(1)
Below is a structure of composition C39H37MnN4O6S4 at a distorted geometry, with properties calculated with ωB97M-V with the def2-TZVPD basis set.

The LUMO energy (spin up / spin down) comes out at -9.035 / -12.181 eV. The total energy is -4921.5990 Ha. The total charge is +3. Its expectation value of S² is 3.87. The highest occupied orbital energy (spin up / spin down) comes out at -16.3 / -16.3 eV. As for the multiplicity: 4.

Positions of all 91 atoms, in Å:
1 H -1.188 -3.933 -1.029
2 C -1.825 -2.705 1.740
3 H 1.155 -0.139 3.488
4 C -2.222 0.122 -2.544
5 C -1.948 6.251 -1.139
6 H -1.040 -0.882 3.424
7 C 4.191 -1.201 -5.443
8 H 2.295 2.101 3.806
9 C -2.461 -4.042 -2.757
10 C 4.816 0.994 -0.803
11 C 1.663 -1.689 -2.147
12 C -3.301 -4.680 2.046
13 H -3.876 -0.922 6.640
14 C -1.710 -3.379 -1.798
15 C -1.865 4.754 -1.074
16 C -3.100 -3.310 -3.741
17 C -4.038 0.719 5.281
18 H 4.812 -1.027 -6.311
19 H -3.499 -1.302 -4.435
20 H -3.843 2.074 -1.688
21 C -2.589 -3.498 2.704
22 H 0.239 4.668 -0.644
23 O 1.069 -0.427 0.639
24 H 3.079 1.928 2.260
25 H -3.680 -3.801 -4.509
26 C 3.625 0.631 -0.195
27 C 4.368 -2.369 -4.705
28 C 0.960 2.307 2.111
29 C -2.951 2.646 -1.480
30 C 6.014 -0.642 0.511
31 H -1.879 -3.819 3.471
32 N -1.585 -2.046 -1.780
33 H -3.916 -5.167 2.797
34 C -2.998 -1.923 -3.709
35 O -1.497 6.959 -0.091
36 H 4.820 1.777 -1.546
37 C -3.477 -0.456 5.752
38 C -0.315 2.364 2.953
39 H 0.348 2.201 -0.828
40 C 2.628 -1.692 -3.241
41 C -1.726 1.997 -1.310
42 C -0.588 2.718 -0.957
43 C -3.525 1.326 4.140
44 H 2.904 -0.195 3.626
45 H 1.236 3.317 1.810
46 S 2.204 -0.907 1.583
47 C 3.584 -2.633 -3.587
48 H -2.727 0.738 -3.283
49 N -1.246 -2.135 0.920
50 H -3.286 -2.805 3.180
51 S -1.778 1.617 2.118
52 H 0.748 1.745 1.199
53 C 4.831 -1.039 1.116
54 H -0.216 1.864 3.918
55 H -0.621 3.390 3.146
56 C 2.082 0.175 3.006
57 C 2.165 1.677 2.805
58 C 3.230 -0.249 -5.095
59 N -1.621 0.599 -1.525
60 S 1.350 -2.862 -0.938
61 H -3.950 -4.348 1.240
62 C -0.656 4.095 -0.854
63 H -1.967 -1.953 5.474
64 C 3.658 -0.382 0.761
65 H -2.525 -5.118 -2.725
66 H -3.964 2.237 3.762
67 S 1.209 0.494 -3.308
68 H 6.941 -1.127 0.776
69 C -2.399 -1.041 5.089
70 O -1.222 0.602 1.142
71 C -1.879 -0.444 3.955
72 C -2.445 0.742 3.495
73 H 2.697 1.123 -0.458
74 H -3.940 4.546 -1.560
75 O 0.045 0.545 -4.126
76 C 6.003 0.367 -0.443
77 H 3.100 0.653 -5.675
78 O 1.754 1.653 -2.689
79 H -1.269 6.364 0.640
80 Mn -0.327 -1.041 -0.469
81 H -4.875 1.164 5.796
82 H 4.829 -1.840 1.840
83 C -3.014 4.020 -1.381
84 O -2.367 6.780 -2.123
85 H 6.929 0.666 -0.909
86 N 0.880 -0.654 -2.051
87 H -2.589 -5.408 1.667
88 H 3.722 -3.540 -3.017
89 C 2.464 -0.531 -3.987
90 H 5.122 -3.080 -5.009
91 C -2.247 -1.329 -2.713

Forces on atoms 1 to 2 (eV/Å):
-0.03 0.10 -0.07
0.42 0.18 -0.93

(2)
Below is a structure of composition C20H34BrClGaN3O4 at a distorted geometry, with properties calculated with ωB97M-V with the def2-TZVPD basis set.

The LUMO energy comes out at 0.458 eV. The total energy is -6206.7343 Ha. The total charge is 0. The highest occupied orbital energy comes out at -7.1 eV. As for the multiplicity: 1. The energy above the lowest of the compared OMol25 structures with the same formula, charge and spin is 0.000 eV.

Positions of all 64 atoms, in Å:
1 H 0.245 0.695 6.567
2 H -3.355 -1.590 -1.806
3 O -1.888 0.044 1.200
4 H -0.542 -2.541 -1.309
5 C 0.751 1.056 5.664
6 H 4.433 -0.683 -2.586
7 Cl 2.895 0.563 1.238
8 O 0.113 2.045 0.600
9 H -2.897 3.758 -1.040
10 H 1.371 -1.282 3.263
11 H 1.085 2.263 -2.328
12 H 2.830 1.917 -2.218
13 H -1.754 1.947 -0.306
14 H -0.691 -4.701 -2.499
15 H -0.036 0.688 -3.183
16 C 0.042 -1.444 -3.029
17 N -3.000 -1.719 0.235
18 O 0.331 0.450 2.845
19 H 2.681 -1.614 4.859
20 C 0.331 -2.693 -5.061
21 H -2.756 -1.908 2.296
22 H 0.697 4.250 1.064
23 C -3.102 -2.499 1.444
24 C 0.978 -0.312 3.628
25 N -1.155 3.888 0.134
26 H 4.549 -0.987 -0.864
27 H 1.977 -1.328 6.475
28 H 4.352 0.662 -1.451
29 C -0.965 2.572 0.125
30 C -0.007 -0.077 -2.315
31 Ga 0.815 0.233 0.673
32 C 1.558 0.351 -1.572
33 C -2.554 -0.431 0.271
34 H 1.950 2.412 -0.725
35 H -3.087 -3.255 -1.192
36 C 2.343 -0.844 5.562
37 H 0.052 5.591 0.049
38 C -0.391 -3.811 -3.049
39 H 0.603 -2.740 -6.111
40 H -2.496 -3.412 1.350
41 C 1.860 1.821 -1.672
42 H 2.249 -1.639 -1.827
43 C -0.322 -2.596 -2.377
44 H -4.641 -2.437 -0.875
45 C -3.554 -2.280 -0.980
46 C -0.201 4.800 0.763
47 C 2.525 -0.607 -1.631
48 O -0.995 0.072 -1.426
49 H -2.879 0.147 -0.604
50 C 4.012 -0.377 -1.612
51 H -0.662 5.276 1.637
52 H 0.046 1.599 5.030
53 N 1.286 -0.070 4.910
54 H -4.147 -2.810 1.597
55 H -1.878 5.196 -1.355
56 H -2.868 5.126 0.115
57 C -2.267 4.524 -0.578
58 H 3.196 -0.204 5.827
59 Br 0.497 -2.025 0.789
60 C -0.063 -3.872 -4.405
61 H 0.675 -0.565 -4.888
62 C 0.373 -1.480 -4.375
63 H 1.566 1.717 5.986
64 H -0.110 -4.829 -4.942

Forces on atoms 1 to 2 (eV/Å):
0.01 -0.01 -0.19
0.02 -0.23 0.10

(3)
Below is a cluster of 2 separate species, C5H12N3 in total at a distorted geometry, with properties calculated with ωB97M-V with the def2-TZVPD basis set.

The LUMO energy (spin up / spin down) comes out at -2.757 / -7.579 eV. The total energy is -361.5366 Ha. The total charge is +1. Its expectation value of S² is 2.02. The highest occupied orbital energy (spin up / spin down) comes out at -10.5 / -14.8 eV. As for the multiplicity: 3. The energy above the lowest of the compared OMol25 structures with the same formula, charge and spin is 1.053 eV.

Positions of all 20 atoms, in Å:
1 H 0.579 2.281 -0.095
2 H 2.603 -1.987 -0.466
3 H -0.139 2.595 1.535
4 C 2.821 -1.261 -1.267
5 H 3.515 -1.609 -1.994
6 N 2.114 -0.233 -1.235
7 H -2.023 0.686 2.275
8 H -0.477 -2.076 -1.034
9 H -2.451 -0.044 0.803
10 H -2.643 -2.269 -0.730
11 C -0.638 0.768 0.642
12 H -2.463 1.829 1.203
13 C -1.047 -1.376 -0.472
14 H 1.241 1.349 1.398
15 H 0.738 -0.126 -0.498
16 C -1.967 0.881 1.230
17 C 0.375 1.836 0.928
18 N -2.226 -1.555 -0.117
19 H 2.416 0.499 -1.959
20 N -0.329 -0.188 -0.148

Forces on atoms 1 to 2 (eV/Å):
0.40 -0.21 1.31
0.18 0.03 -0.36

(4)
Below is a cluster of 2 separate species, C3H2N2S2 in total, with properties calculated with ωB97M-V with the def2-TZVPD basis set.

The LUMO energy (spin up / spin down) comes out at -2.531 / -2.883 eV. The total energy is -1021.2766 Ha. The total charge is 0. The highest occupied orbital energy (spin up / spin down) comes out at -10.5 / -9.3 eV. As for the multiplicity: 1. The energy above the lowest of the compared OMol25 structures with the same formula, charge and spin is 2.807 eV.

Positions of all 9 atoms, in Å:
1 S 3.657 0.156 0.796
2 N -2.404 -2.055 0.579
3 C -1.073 -0.062 -0.264
4 C -1.802 -1.158 0.184
5 H 3.872 -1.144 0.607
6 H 0.826 1.037 -0.943
7 C -1.601 1.218 -0.131
8 S 0.562 -0.270 -0.803
9 N -2.036 2.278 -0.025

Forces on atoms 1 to 2 (eV/Å):
-0.16 0.30 0.00
-0.22 -0.40 0.10

(5)
Below is the ion C3H10NS2 with charge +1 at a distorted geometry, with properties calculated with ωB97M-V with the def2-TZVPD basis set.

The LUMO energy comes out at -3.600 eV. The total energy is -971.1571 Ha. The total charge is +1. The highest occupied orbital energy comes out at -12.6 eV. As for the multiplicity: 1. The energy above the lowest of the compared OMol25 structures with the same formula, charge and spin is 1.018 eV.

Positions of all 16 atoms, in Å:
1 C 1.189 0.268 1.262
2 H 0.414 0.998 1.540
3 H -3.010 -1.037 -1.578
4 H 0.012 -1.380 1.828
5 C 0.543 -1.086 0.926
6 H 2.232 1.761 0.363
7 H 2.677 0.358 -0.261
8 S -0.255 -1.564 -0.611
9 H 1.109 0.910 -0.720
10 S -1.025 0.297 -1.287
11 N 1.848 0.895 -0.010
12 H -3.033 0.727 -2.209
13 H 1.410 -1.759 0.837
14 C -2.768 0.012 -1.410
15 H -3.403 0.375 -0.597
16 H 2.060 0.226 1.928

Forces on atoms 1 to 2 (eV/Å):
-0.42 0.47 -1.84
0.54 -0.17 0.20

(6)
Below is a cluster of 2 separate species, C2H4NO4S in total at a distorted geometry, with properties calculated with ωB97M-V with the def2-TZVPD basis set.

The LUMO energy (spin up / spin down) comes out at 2.073 / 2.072 eV. The total energy is -832.3463 Ha. The total charge is -1. The highest occupied orbital energy (spin up / spin down) comes out at -3.7 / -3.7 eV. As for the multiplicity: 1. The energy above the lowest of the compared OMol25 structures with the same formula, charge and spin is 6.605 eV.

Positions of all 12 atoms, in Å:
1 O 2.311 0.247 -0.338
2 N 1.685 0.011 0.727
3 H -0.328 0.916 -1.012
4 H -0.168 -0.960 -0.983
5 O 1.851 -1.078 1.301
6 H 1.121 1.830 0.789
7 C -0.799 -0.002 -0.955
8 S -2.245 -0.466 -1.559
9 H 0.471 0.825 2.231
10 C 0.949 0.896 1.285
11 O -2.475 -1.905 -1.496
12 O -3.370 0.419 -1.300

Forces on atoms 1 to 2 (eV/Å):
0.09 0.34 -1.11
1.82 -1.72 0.23

What is the total charge in the fifth record? +1

What did the fourth record say?
Below is a cluster of 2 separate species, C3H2N2S2 in total, with properties calculated with ωB97M-V with the def2-TZVPD basis set.

The LUMO energy (spin up / spin down) comes out at -2.531 / -2.883 eV. The total energy is -1021.2766 Ha. The total charge is 0. The highest occupied orbital energy (spin up / spin down) comes out at -10.5 / -9.3 eV. As for the multiplicity: 1. The energy above the lowest of the compared OMol25 structures with the same formula, charge and spin is 2.807 eV.

Positions of all 9 atoms, in Å:
1 S 3.657 0.156 0.796
2 N -2.404 -2.055 0.579
3 C -1.073 -0.062 -0.264
4 C -1.802 -1.158 0.184
5 H 3.872 -1.144 0.607
6 H 0.826 1.037 -0.943
7 C -1.601 1.218 -0.131
8 S 0.562 -0.270 -0.803
9 N -2.036 2.278 -0.025

Forces on atoms 1 to 2 (eV/Å):
-0.16 0.30 0.00
-0.22 -0.40 0.10

What did the fourth record say?
Below is a cluster of 2 separate species, C3H2N2S2 in total, with properties calculated with ωB97M-V with the def2-TZVPD basis set.

The LUMO energy (spin up / spin down) comes out at -2.531 / -2.883 eV. The total energy is -1021.2766 Ha. The total charge is 0. The highest occupied orbital energy (spin up / spin down) comes out at -10.5 / -9.3 eV. As for the multiplicity: 1. The energy above the lowest of the compared OMol25 structures with the same formula, charge and spin is 2.807 eV.

Positions of all 9 atoms, in Å:
1 S 3.657 0.156 0.796
2 N -2.404 -2.055 0.579
3 C -1.073 -0.062 -0.264
4 C -1.802 -1.158 0.184
5 H 3.872 -1.144 0.607
6 H 0.826 1.037 -0.943
7 C -1.601 1.218 -0.131
8 S 0.562 -0.270 -0.803
9 N -2.036 2.278 -0.025

Forces on atoms 1 to 2 (eV/Å):
-0.16 0.30 0.00
-0.22 -0.40 0.10

Which value of multiplicity does entry 2 give? 1